(1)
89
Properties=species:S:1:pos:R:3:lowdin_spin:R:1 method="wB97M-V/def2-TZVPD" homo_ev="-7.62 / -7.62" e_tot_ev=-71341.9291 gap_ev="7.61 / 7.41" lumo_ev="-0.006 / -0.210" multiplicity=2 relative_energy_kj_mol=188.1
Sr -1.2671 2.2836 2.5205 0.0061
N -1.3690 1.7530 -0.0509 0.0134
C -2.4098 0.8355 -0.4870 0.0006
C -2.7256 -0.2046 0.5672 0.0025
N -3.1339 0.5191 1.7890 0.0000
H -1.3885 2.5938 -0.6502 0.0006
H -0.4880 1.1971 -0.1551 0.0027
H -2.1832 0.2351 -1.3881 0.0000
H -3.3194 1.3521 -0.7565 0.0002
H -1.8932 -0.8455 0.8450 0.0019
H -3.5977 -0.8327 0.1836 0.0001
H -3.4681 -0.0788 2.5081 0.0000
H -4.0380 0.9762 1.5275 0.0000
C -7.9082 5.2605 2.4856 0.0000
C -6.8832 6.0475 1.6683 0.0000
C -7.1030 6.6011 0.4629 0.0000
C -6.0363 7.2331 -0.2881 0.0000
Cl -6.3309 7.8312 -1.8706 0.0000
C -4.7871 7.2423 0.2204 0.0000
C -4.5456 6.7181 1.4761 0.0000
C -5.5442 6.1327 2.2045 0.0000
O -5.4020 5.6140 3.4102 0.0000
C -4.0872 5.5460 3.9261 0.0000
C -3.1807 4.4365 3.1997 0.0000
O -3.7100 3.5516 2.4922 0.0001
O -1.9343 4.5376 3.3996 0.0004
H -8.8244 5.1165 1.9669 0.0000
H -8.1169 5.8181 3.4231 0.0000
H -7.4013 4.2994 2.8308 0.0000
H -8.1407 6.4738 0.0543 0.0000
H -4.0054 7.6868 -0.3778 0.0000
H -3.5824 6.8198 1.8942 0.0000
H -4.1613 5.2957 5.0117 0.0000
H -3.7245 6.5425 3.9298 0.0000
C 3.4006 -3.4718 -7.4439 0.0000
C 2.5049 -3.2493 -6.2617 0.0000
C 1.7369 -2.1026 -6.1071 0.0000
C 1.0531 -1.8789 -4.9047 0.0000
C 0.4005 -0.5515 -4.7429 0.0000
C 1.2169 -2.7273 -3.7974 -0.0002
Te 0.5417 -2.0964 -1.8718 -0.0009
N 0.8551 0.3625 1.4572 0.7736
C 0.8022 0.1122 2.7031 0.0947
O -0.1811 0.3379 3.5036 0.0441
C 2.0967 -0.3677 3.2880 0.0430
C 2.1814 -0.3540 4.7076 0.0049
C 3.3227 -0.6554 5.4805 0.0044
C 4.5215 -0.8831 4.6855 -0.0057
C 4.4507 -0.8137 3.2615 0.0011
C 3.2719 -0.6321 2.5933 0.0062
C 2.1807 -2.7612 -0.7367 0.0004
C 1.9341 -3.5159 0.4853 0.0001
C 0.5677 -3.9573 0.9383 -0.0002
C 2.9968 -4.0251 1.2530 0.0000
C 4.3137 -3.6546 0.9735 0.0000
C 5.4528 -4.0747 1.8917 0.0001
C 4.4460 -2.8609 -0.1705 0.0000
C 3.5122 -2.4152 -1.0814 0.0001
C 3.9193 -1.7336 -2.3103 0.0000
C 1.8394 -3.9686 -4.0594 0.0000
C 1.8254 -5.0264 -2.9887 0.0000
C 2.5145 -4.2080 -5.2109 0.0000
H 4.1357 -4.2386 -7.2273 0.0000
H 3.9806 -2.5847 -7.7071 0.0000
H 2.8395 -3.7432 -8.3666 0.0000
H 1.7606 -1.4437 -6.9362 0.0000
H 0.1527 -0.0917 -5.6877 0.0000
H 0.9989 0.0944 -4.1267 0.0000
H -0.5468 -0.5608 -4.1899 0.0000
H 1.2694 -0.2318 5.2430 0.0008
H 3.4533 -0.4250 6.5088 0.0006
H 5.5007 -0.8654 5.1597 -0.0004
H 5.3760 -0.8640 2.6511 0.0002
H 3.3494 -0.6464 1.5143 0.0047
H -0.2621 -3.2654 0.7756 -0.0001
H 0.6995 -4.1989 2.0108 0.0000
H 0.2952 -4.8478 0.2616 0.0000
H 2.7342 -4.4589 2.1903 0.0000
H 5.5176 -3.2654 2.5585 0.0000
H 6.3517 -4.2696 1.2988 0.0000
H 5.2522 -5.0716 2.3458 0.0000
H 5.5488 -2.7531 -0.3071 0.0000
H 4.9727 -1.3146 -2.2684 0.0000
H 3.3138 -0.8661 -2.5730 0.0000
H 3.8869 -2.4372 -3.1177 0.0000
H 2.5050 -4.7527 -2.1600 0.0000
H 2.1753 -6.0285 -3.3243 0.0000
H 0.7953 -5.0792 -2.5991 0.0000
H 2.9566 -5.2063 -5.4347 0.0000

***

(2)
91
Properties=species:S:1:pos:R:3:lowdin_spin:R:1 method="wB97M-V/def2-TZVPD" total_charge=+1 homo_ev="-11.08 / -11.19" e_tot_ev=-118588.8922 gap_ev="6.14 / 5.78" lumo_ev="-4.933 / -5.408" multiplicity=2 relative_energy_kj_mol=0.0
Pb 11.0914 12.0801 12.0231 0.0058
O 12.6613 11.7515 13.9556 0.3158
C 12.6996 10.8846 14.9263 0.0772
C 12.0296 11.2248 16.1491 0.1125
C 12.0307 10.3470 17.1814 -0.0089
C 12.6242 9.0747 17.1376 0.1927
C 13.3059 8.7470 15.9638 -0.0250
C 13.3756 9.6189 14.8728 0.1615
C 14.1749 9.0086 13.8023 0.0335
N 14.2949 9.3668 12.5941 0.5629
N 15.1137 9.4644 11.6294 0.3640
C 14.6131 10.5224 10.8512 0.0678
O 13.7816 11.2482 11.4223 0.0526
C 15.1413 10.6177 9.4811 0.0020
C 14.5924 11.4676 8.5419 0.0026
C 15.0905 11.4444 7.2271 0.0006
C 16.1019 10.5797 6.8308 0.0037
C 16.7128 9.8209 7.8653 0.0007
C 16.2883 9.8825 9.1809 0.0095
H 11.5203 12.1940 16.1396 0.0036
H 11.4969 10.6239 18.1020 -0.0033
H 12.5552 8.3673 17.9773 0.0096
H 13.7727 7.7549 15.9266 -0.0024
H 14.7674 8.1456 14.1194 0.0316
H 13.7732 12.1440 8.8185 0.0000
H 14.6339 12.1566 6.5081 0.0000
H 16.4370 10.4931 5.7907 0.0002
H 17.5431 9.1750 7.6221 0.0000
H 16.8099 9.3481 9.9792 0.0045
C 9.3229 7.1709 11.9521 -0.0082
C 9.0008 8.2815 12.9516 -0.0069
C 7.5363 8.1811 13.4294 -0.0045
C 9.9411 8.1871 14.1274 -0.0057
O 9.2018 9.5915 12.3744 -0.1664
Ge 8.6886 9.9805 10.6263 -0.3920
O 8.8412 11.8869 10.7800 -0.1234
C 7.6930 12.7393 11.0254 -0.0062
C 7.2098 12.5532 12.4427 -0.0004
C 8.0938 14.1682 10.7390 -0.0042
C 6.6008 12.3496 10.0524 -0.0241
O 10.2737 9.6689 9.7727 -0.1724
C 10.5332 9.4079 8.3330 -0.0046
C 10.5057 10.7646 7.6421 0.0000
C 11.9150 8.7773 8.3034 -0.0044
C 9.4719 8.4527 7.7643 -0.0125
H 9.3513 6.2010 12.4308 -0.0003
H 8.5793 7.1214 11.1607 -0.0072
H 10.2885 7.3795 11.4813 -0.0003
H 7.3624 7.3012 14.0582 0.0002
H 7.3098 9.0611 14.0357 -0.0001
H 6.8163 8.1485 12.5848 -0.0039
H 9.7731 7.2896 14.7105 -0.0005
H 10.9761 8.1881 13.8241 0.0001
H 9.7979 9.0250 14.8010 0.0001
H 7.9852 12.8286 13.1715 -0.0001
H 6.3427 13.1822 12.6339 0.0000
H 6.9078 11.5168 12.6432 -0.0005
H 8.4565 14.7120 11.6151 -0.0001
H 8.8345 14.2463 9.9239 0.0000
H 7.2156 14.7298 10.4327 -0.0001
H 6.2725 11.3045 10.2129 -0.0193
H 5.7191 12.9899 10.1906 -0.0003
H 6.9073 12.4548 9.0143 0.0000
H 11.2155 11.4288 8.1135 -0.0001
H 10.6997 10.7307 6.5827 0.0000
H 9.5496 11.2646 7.7561 -0.0001
H 12.5729 9.3680 8.9407 -0.0002
H 11.8850 7.7875 8.7676 0.0000
H 12.3313 8.6951 7.2911 -0.0006
H 8.4886 8.9188 7.6915 -0.0071
H 9.6973 8.1083 6.7504 0.0003
H 9.3547 7.5935 8.4217 -0.0005
O 9.7943 14.9928 14.9804 0.0002
C 10.2198 14.3545 14.0115 -0.0003
O 10.0504 13.0756 13.8006 -0.0009
C 10.9805 15.1390 12.9910 0.0000
C 10.9909 16.5780 13.2165 0.0001
C 11.6518 17.3578 12.3165 -0.0001
C 12.3872 16.7496 11.2574 0.0001
C 13.1723 17.5449 10.4005 0.0000
C 13.9053 16.9662 9.4066 0.0000
C 13.8568 15.5659 9.2248 0.0000
C 13.0454 14.7943 10.0384 0.0000
C 12.3041 15.3519 11.0796 0.0001
N 11.5926 14.5723 11.9636 0.0017
H 10.4264 17.0155 14.0497 0.0000
H 11.6767 18.4577 12.3568 0.0000
H 13.2490 18.6053 10.6192 0.0000
H 14.5338 17.6033 8.7657 0.0000
H 14.4718 15.0944 8.4315 0.0000
H 12.9401 13.6903 9.9125 0.0000

***

(3)
87
Properties=species:S:1:pos:R:3:mulliken_charge:R:1 method="wB97M-V/def2-TZVPD" total_charge=+4 homo_ev="-19.52 / -19.52" e_tot_ev=-78652.2165 gap_ev="5.91 / 5.91" lumo_ev="-13.601 / -13.602"
Mo 0.7900 0.2839 1.1164 -0.3195
C 4.4548 0.1671 -1.3441 -0.8860
Si 3.5306 1.6093 -0.6540 -0.1907
C 3.2396 3.0156 -1.8107 -0.9120
C 4.1480 2.1421 1.0033 -1.2193
N 1.7246 0.8927 -0.3750 -0.1042
P 0.7361 0.2928 -1.6596 2.2289
C -0.1044 -0.5620 -0.3319 -0.5653
P -1.7620 -0.5725 0.3239 2.2704
N -1.0278 0.2702 1.6152 0.1233
Si -1.6173 0.5652 3.4057 -0.3168
C -0.1593 1.4358 4.1691 -1.1889
C -3.0992 1.6462 3.2373 -0.9986
C -1.9072 -1.1184 4.1047 -0.8608
C -2.9687 0.3770 -0.5194 0.7526
C -3.0941 1.7534 -0.2918 -0.2670
C -4.0808 2.4594 -0.9537 -1.0871
C -4.9201 1.8072 -1.8520 -0.6253
C -4.7740 0.4461 -2.1056 -0.9497
C -3.8026 -0.2781 -1.4404 -0.7677
C -2.3198 -2.1830 0.7256 0.9035
C -3.6672 -2.3621 1.0761 -0.7432
C -4.1084 -3.6187 1.4513 -0.6991
C -3.2210 -4.6900 1.4690 -0.6646
C -1.8849 -4.5160 1.1149 -0.9235
C -1.4279 -3.2638 0.7521 -0.3596
C 1.4989 -0.7614 -2.8213 0.9357
C 1.9083 -0.2297 -4.0563 -0.6894
C 2.5585 -1.0503 -4.9594 -0.7483
C 2.7952 -2.3848 -4.6401 -0.6129
C 2.3861 -2.9135 -3.4175 -0.8565
C 1.7438 -2.1042 -2.5011 -0.3755
C -0.1811 1.5990 -2.3886 1.0280
C -0.9146 1.3198 -3.5538 -0.5282
C -1.6422 2.3339 -4.1488 -0.9532
C -1.6300 3.6141 -3.5999 -0.6105
C -0.9150 3.8861 -2.4384 -1.1188
C -0.2007 2.8785 -1.8170 -0.4898
H 5.5242 0.3655 -1.2230 0.5133
H 4.2734 0.0194 -2.4087 0.3074
H 4.2440 -0.7673 -0.8197 0.3398
H 4.2357 3.3956 -2.0676 0.4988
H 2.6916 3.8455 -1.3643 0.3689
H 2.7611 2.7293 -2.7481 0.2967
H 5.1312 2.5832 0.8003 0.4437
H 4.3383 1.3227 1.6957 0.3720
H 3.5610 2.9264 1.4859 0.4207
H 0.2330 2.2874 3.6010 0.4418
H 0.6476 0.7711 4.4787 0.3516
H -0.5357 1.8713 5.1022 0.4989
H -2.8779 2.6270 2.8153 0.3594
H -3.4818 1.8147 4.2501 0.4812
H -3.9033 1.1800 2.6659 0.3646
H -1.0872 -1.8091 3.8926 0.2997
H -2.8354 -1.5627 3.7432 0.3140
H -1.9914 -1.0420 5.1926 0.5136
H -2.4463 2.2637 0.4098 0.6757
H -4.2089 3.5163 -0.7622 0.5362
H -5.7002 2.3655 -2.3538 0.5144
H -5.4311 -0.0535 -2.8044 0.5313
H -3.7086 -1.3421 -1.6198 0.5889
H -4.3633 -1.5328 1.0504 0.4849
H -5.1454 -3.7691 1.7189 0.4933
H -3.5750 -5.6730 1.7512 0.4668
H -1.2147 -5.3647 1.1124 0.5117
H -0.3939 -3.1320 0.4513 0.1743
H 1.7118 0.8045 -4.3107 0.4137
H 2.8737 -0.6578 -5.9167 0.4875
H 3.2972 -3.0229 -5.3559 0.4702
H 2.5662 -3.9559 -3.1932 0.5041
H 1.4199 -2.5144 -1.5503 0.3046
H -0.8967 0.3335 -4.0015 0.5927
H -2.1978 2.1369 -5.0556 0.5481
H -2.1774 4.4098 -4.0889 0.5157
H -0.9050 4.8873 -2.0285 0.5293
H 0.3693 3.0937 -0.9212 0.6315
C 3.7489 -2.1028 4.0764 -0.2112
C 3.0347 -2.8755 3.1638 -0.9209
C 2.1766 -2.2568 2.2867 -0.1683
N 2.0091 -0.9111 2.2943 0.3864
C 2.7084 -0.1621 3.1826 -0.7510
C 3.5847 -0.7208 4.0836 -1.2793
H 4.4283 -2.5746 4.7758 0.4825
H 3.1468 -3.9508 3.1352 0.5068
H 1.6007 -2.8091 1.5576 0.4726
H 2.5515 0.9143 3.1604 1.1664
H 4.1240 -0.0886 4.7761 0.5451

***

(4)
99
Properties=species:S:1:pos:R:3:lowdin_spin:R:1 method="wB97M-V/def2-TZVPD" total_charge=+1 homo_ev="-10.48 / -10.47" e_tot_ev=-86746.7882 gap_ev="7.99 / 6.93" lumo_ev="-2.486 / -3.545" multiplicity=2
Ru 0.0491 0.2907 0.3407 0.8064
N 3.3273 0.7683 1.7799 0.0083
C 2.8999 1.6403 0.8103 -0.0002
N 3.6385 2.5910 0.2987 0.0006
N 2.8156 3.2096 -0.5873 0.0000
N 1.6688 2.6535 -0.5970 -0.0002
N 1.6688 1.6226 0.3106 -0.0036
C 2.5655 -0.2969 2.1343 0.0105
N 3.0027 -1.2975 2.8650 0.0035
N 1.9492 -2.1447 2.9497 0.0137
N 0.9540 -1.6858 2.3056 0.0016
N 1.2943 -0.4737 1.7517 0.0260
H 4.2724 0.8258 2.1177 0.0002
N -2.1771 -1.9713 -0.4340 -0.0003
P -1.4316 -1.5960 1.0307 0.0058
C -2.7289 -0.8527 2.0664 0.0062
C -2.3744 0.0898 3.0253 0.0105
C -3.3351 0.6229 3.8752 0.0010
C -4.6603 0.2377 3.7425 0.0005
C -5.0235 -0.6991 2.7796 0.0009
C -4.0577 -1.2613 1.9602 0.0004
C -1.3415 -3.2423 1.7778 -0.0013
C -1.0433 -4.3441 0.9803 -0.0006
C -0.9274 -5.6057 1.5515 0.0000
C -1.0866 -5.7608 2.9188 -0.0007
C -1.3680 -4.6577 3.7172 0.0000
C -1.4909 -3.3993 3.1533 -0.0007
C -2.0276 -1.1350 -1.5037 -0.0008
C -2.5690 -1.4773 -2.7447 -0.0004
C -2.3982 -0.6286 -3.8069 -0.0004
C -1.6812 0.5493 -3.6269 -0.0003
C -1.1699 0.8213 -2.3847 -0.0009
N -1.3464 0.0099 -1.3080 -0.0071
H -2.6600 -2.8443 -0.5731 -0.0001
H -1.3382 0.3985 3.1162 0.0070
H -3.0500 1.3334 4.6411 0.0000
H -5.4141 0.6608 4.3948 0.0000
H -6.0589 -0.9969 2.6767 0.0001
H -4.3412 -2.0226 1.2422 0.0000
H -0.8821 -4.2269 -0.0857 0.0000
H -0.7043 -6.4618 0.9274 0.0000
H -0.9781 -6.7397 3.3679 0.0000
H -1.4871 -4.7780 4.7863 0.0000
H -1.6987 -2.5461 3.7854 0.0000
H -3.1147 -2.4060 -2.8464 -0.0001
H -2.8121 -0.8820 -4.7750 0.0000
H -1.5199 1.2437 -4.4394 0.0000
H -0.5885 1.7047 -2.2058 -0.0002
C -4.8528 2.4774 0.9401 0.0003
C -3.5750 1.8703 0.4236 0.0005
O -2.4721 2.4577 1.1687 0.0138
P -0.9878 2.3876 0.6437 0.0266
O -0.2893 3.4152 1.5980 0.0143
C -0.2710 3.3169 3.0536 0.0010
C 0.8157 2.3925 3.5473 0.0023
O -1.0377 3.1130 -0.7383 -0.0045
C -0.7681 4.5319 -0.9631 -0.0008
C -1.9772 5.3677 -0.6285 -0.0002
H -5.6989 2.1077 0.3580 0.0001
H -4.8205 3.5641 0.8547 0.0000
H -5.0069 2.2158 1.9857 0.0000
H -3.4407 2.0890 -0.6371 0.0000
H -3.5579 0.7938 0.5631 0.0001
H -1.2647 3.0223 3.3933 0.0001
H -0.0845 4.3344 3.3851 0.0001
H 0.8270 2.4031 4.6385 0.0001
H 1.7893 2.7254 3.1880 0.0000
H 0.6674 1.3663 3.2133 0.0028
H -0.5046 4.5917 -2.0157 0.0000
H 0.1059 4.8073 -0.3818 0.0001
H -2.8288 5.1030 -1.2569 0.0000
H -1.7416 6.4203 -0.7944 -0.0001
H -2.2614 5.2427 0.4173 0.0001
C 4.8581 -2.5571 -3.2329 0.0002
N 3.9032 -2.1325 -2.2196 0.0009
N 3.0325 -1.0809 -2.4152 0.0033
C 2.0704 -1.1122 -1.4496 0.0093
O 1.1787 -0.2057 -1.4136 0.0436
C 2.3563 -2.2337 -0.6311 0.0007
C 3.4769 -2.8312 -1.1518 -0.0002
C 4.1789 -4.0688 -0.7108 0.0000
C 3.2732 -0.0205 -3.3377 0.0000
C 2.2384 0.4027 -4.1568 0.0000
C 2.4683 1.4360 -5.0517 0.0000
C 3.7199 2.0334 -5.1274 0.0000
C 4.7395 1.6160 -4.2828 0.0000
C 4.5171 0.5899 -3.3777 0.0000
H 4.6594 -2.0220 -4.1554 0.0000
H 4.7431 -3.6238 -3.4145 0.0000
H 5.8803 -2.3513 -2.9196 0.0001
H 1.8127 -2.5341 0.2486 -0.0001
H 3.7918 -4.3810 0.2566 0.0000
H 5.2528 -3.9027 -0.6194 0.0000
H 4.0238 -4.8816 -1.4237 0.0000
H 1.2674 -0.0689 -4.0797 0.0000
H 1.6688 1.7694 -5.7011 0.0000
H 3.9006 2.8244 -5.8433 0.0000
H 5.7063 2.1004 -4.3147 0.0000
H 5.2980 0.2791 -2.6938 0.0000